## w
Density functional theory data (ωB97M-V with the def2-TZVPD basis set) for a cluster of 2 separate species, C4H11NO3 in total.

Its SMILES is CN(C=O)CCO.O. Its HOMO energy is -9.51 eV. Its spin multiplicity is 1. The value obtained for the gap between HOMO and LUMO is 10.19 eV.

Each line ends with the Mulliken charge.
Positions of all 19 atoms, in Å:
1 C 1.7972 0.3647 -1.1863  -0.90
2 N 0.5415 -0.1178 -0.6427  0.11
3 C -0.4584 -0.6611 -1.3700  0.02
4 O -1.6274 -0.6362 -1.0361  -0.66
5 C 0.1929 0.2957 0.7321  -0.70
6 C 0.2022 1.7563 1.0275  -0.43
7 O 1.5079 2.0941 1.5231  -0.50
8 H 1.5867 1.2648 -1.7827  0.34
9 H 2.4599 0.6834 -0.3918  0.31
10 H 2.1051 -0.2939 -2.0014  0.31
11 H -0.0834 -1.1909 -2.2604  0.29
12 H 0.9253 -0.2656 1.3322  0.43
13 H -0.6395 -0.3304 1.0469  0.41
14 H 0.0195 2.4159 0.1764  0.31
15 H -0.5408 1.9901 1.7711  0.39
16 H 1.5015 2.9392 1.9778  0.28
17 O -2.1303 -2.8818 0.6428  -0.65
18 H -1.3583 -3.3734 0.3446  0.30
19 H -2.2313 -2.1904 -0.0291  0.36


## x
Density functional theory data (ωB97M-V with the def2-TZVPD basis set) for a structure of composition C4H11NO3.

Its HOMO energy is -8.44 eV. Its spin multiplicity is 1. The value obtained for the gap between HOMO and LUMO is 9.09 eV.

Each line ends with the Mulliken charge.
Positions of all 19 atoms, in Å:
1 C 0.9496 -1.9899 0.3780  -0.26
2 C 0.8312 -0.6468 -0.3412  -0.50
3 C -0.6016 0.9276 0.9418  -0.17
4 C -0.7160 0.8275 -1.3887  -0.66
5 H 0.2111 -1.6529 2.2371  0.31
6 H 2.0612 -2.2072 0.8535  0.20
7 H 0.8353 -2.9067 -0.3747  0.25
8 H 1.0309 -0.9766 -1.4715  0.25
9 H 2.0251 -0.0487 -0.0559  0.17
10 H 0.0534 0.0955 1.7178  -0.13
11 H 0.2138 1.6119 1.2990  0.34
12 H -1.8558 2.1189 1.5050  0.38
13 H -1.8097 1.1139 -1.1963  0.37
14 H -0.9122 0.2765 -2.3270  0.46
15 H -0.2361 2.1622 -2.4149  0.27
16 N -0.3558 0.1993 -0.2196  0.20
17 O -0.0349 -2.1368 1.4474  -0.53
18 O -1.8413 1.2591 1.0757  -0.45
19 O 0.1519 1.9732 -1.6652  -0.51


## y
Density functional theory data (ωB97M-V with the def2-TZVPD basis set) for a cluster of 2 separate species, C4H11NO3 in total.

Its SMILES is CCNCC(=O)O.O. Its HOMO energy is -8.78 eV. Its spin multiplicity is 1. The value obtained for the gap between HOMO and LUMO is 9.49 eV.

Each line ends with the Mulliken charge.
Positions of all 19 atoms, in Å:
1 C 2.1391 -0.6709 -0.6345  -1.21
2 C 0.6937 -1.1405 -0.4242  -0.35
3 N -0.1130 -0.1331 0.2770  -0.44
4 C -1.0745 -0.5770 1.4425  -0.57
5 C -0.3509 -1.3228 2.5324  0.64
6 O 0.1293 -2.3835 2.3204  -0.48
7 O -0.3153 -0.5321 3.6834  -0.47
8 H 2.5558 -0.2631 0.3530  0.29
9 H 2.3591 0.1558 -1.1559  0.46
10 H 2.7967 -1.4785 -0.9590  0.30
11 H 0.5300 -2.1132 -0.1697  0.42
12 H 0.2002 -0.9963 -1.4149  0.25
13 H 0.6618 0.5457 0.6892  0.26
14 H -1.3914 0.5459 1.7227  0.26
15 H -1.9683 -0.9805 0.9978  0.30
16 H 0.1786 -0.7895 4.4880  0.34
17 O -2.3587 4.0739 -4.2217  -0.62
18 H -1.5746 4.0229 -4.7984  0.32
19 H -3.0977 4.0371 -4.7282  0.30


## z
Density functional theory data (ωB97M-V with the def2-TZVPD basis set) for the molecule C4H11NO3.

Its SMILES is C[C@@H](ON)[C@@H](O)CO. Its HOMO energy is -8.99 eV. Its spin multiplicity is 1. The value obtained for the gap between HOMO and LUMO is 9.68 eV.

Each line ends with the Mulliken charge.
Positions of all 19 atoms, in Å:
1 C -1.6978 -0.0688 0.5849  -1.33
2 C -0.4063 0.4784 0.0100  0.13
3 O -0.0764 1.7892 0.9159  -0.34
4 N 0.7243 2.7838 0.2587  -0.50
5 C 0.8376 -0.3012 0.1905  0.10
6 O 1.1616 -0.6552 1.5036  -0.57
7 C 0.4839 -1.6925 -0.7488  -0.73
8 O 0.1741 -1.3745 -2.0823  -0.52
9 H -1.5430 -0.7541 1.4237  0.24
10 H -2.3149 0.7492 0.9683  0.41
11 H -2.2606 -0.6052 -0.1828  0.35
12 H -0.5369 0.8751 -0.9994  0.39
13 H 1.6856 2.5679 0.5297  0.27
14 H 0.6550 2.6179 -0.7465  0.27
15 H 1.7083 0.1453 -0.2924  0.35
16 H 0.7615 0.0042 2.0985  0.42
17 H 1.4270 -2.2447 -0.7413  0.34
18 H -0.2474 -2.3633 -0.2895  0.39
19 H -0.5356 -1.9516 -2.4009  0.33


Most favorable structure: w. The second most favorable one is 27.9 kcal/mol above it.


## w
Density functional theory data (ωB97M-V with the def2-TZVPD basis set) for a cluster of 3 separate species, C4H11NO3 in total.

Its SMILES is CC=O.NC=O.CO. Its HOMO energy is -9.93 eV. Its spin multiplicity is 1. The value obtained for the gap between HOMO and LUMO is 10.85 eV.

Each line ends with the Mulliken charge.
Positions of all 19 atoms, in Å:
1 C 0.7246 0.3906 1.8812  -0.95
2 C 1.4158 -0.5831 0.9982  0.25
3 O 1.7351 -0.3967 -0.1446  -0.56
4 H 0.6651 1.3743 1.4241  0.21
5 H -0.2807 0.0079 2.0677  0.28
6 H 1.2315 0.4474 2.8437  0.37
7 H 1.6355 -1.5504 1.4886  0.37
8 N -0.6738 -2.3031 -0.7906  -0.28
9 C -1.3614 -1.3989 -0.0805  0.04
10 O -1.6659 -1.5137 1.0800  -0.60
11 H -0.3898 -2.1090 -1.7375  0.24
12 H -0.3463 -3.1465 -0.3410  0.22
13 H -1.6421 -0.5261 -0.6858  0.38
14 C -0.3498 2.1984 -1.2976  -0.62
15 O -0.0440 0.9506 -1.8647  -0.51
16 H -1.0158 2.7082 -1.9904  0.25
17 H 0.5474 2.8159 -1.1610  0.28
18 H -0.8628 2.0901 -0.3361  0.25
19 H 0.6775 0.5441 -1.3538  0.36


## x
Density functional theory data (ωB97M-V with the def2-TZVPD basis set) for a cluster of 2 separate species, C4H11NO3 in total.

Its SMILES is CC(C)=O.NOCO. Its HOMO energy is -9.47 eV. Its spin multiplicity is 1. The value obtained for the gap between HOMO and LUMO is 10.20 eV.

Each line ends with the Mulliken charge.
Positions of all 19 atoms, in Å:
1 C -1.1505 -1.4823 -0.2681  -1.30
2 C -1.0011 -0.1461 0.4090  1.26
3 C -1.8637 0.9522 -0.1420  -1.38
4 O -0.4779 -0.0529 1.5293  -0.67
5 H -1.0660 -1.3761 -1.3469  0.31
6 H -0.4195 -2.1937 0.1058  0.32
7 H -2.1457 -1.8655 -0.0403  0.45
8 H -2.9002 0.6254 -0.1965  0.42
9 H -1.7923 1.8519 0.4671  0.31
10 H -1.5324 1.1774 -1.1556  0.31
11 N 1.4569 1.7073 -0.0451  -0.52
12 O 1.0714 0.4519 -0.6261  -0.23
13 C 2.0514 -0.5946 -0.2169  -0.22
14 O 1.9208 -0.9407 1.0881  -0.58
15 H 1.0836 1.7102 0.9054  0.27
16 H 0.9592 2.4062 -0.5909  0.26
17 H 1.7895 -1.4056 -0.9180  0.23
18 H 3.0581 -0.1991 -0.4110  0.31
19 H 0.9586 -0.6258 1.4528  0.43


Most favorable structure: w. The second most favorable one is 43.8 kcal/mol above it.


## w
Density functional theory data (ωB97M-V with the def2-TZVPD basis set) for a cluster of 2 separate species, C4H11NO3 in total.

Its SMILES is CN(C)CC(=O)O.O. Its HOMO energy is -9.50 eV. Its spin multiplicity is 1. The value obtained for the gap between HOMO and LUMO is 10.10 eV.

Each line ends with the Mulliken charge.
Positions of all 19 atoms, in Å:
1 C 1.7537 0.2363 1.1948  -1.09
2 N 0.5041 -0.1195 0.5681  0.19
3 C -0.0720 -1.3577 1.1077  -1.04
4 C 0.5774 -0.2721 -0.9096  -0.65
5 C -0.7884 -0.0925 -1.4770  0.54
6 O -1.9552 -0.2156 -1.2005  -0.53
7 O -0.5219 0.1487 -2.8120  -0.47
8 H 2.5652 -0.4619 1.3498  0.35
9 H 1.5213 0.7929 2.1406  0.35
10 H 2.2363 1.0880 0.6910  0.36
11 H -0.0048 -1.3579 2.2041  0.37
12 H -1.1196 -1.3784 0.8562  0.31
13 H 0.3018 -2.2992 0.6998  0.35
14 H 0.9681 -1.2262 -1.2762  0.31
15 H 1.2290 0.5304 -1.3040  0.33
16 H -1.2671 0.5224 -3.2941  0.33
17 O -2.1375 2.0579 0.7520  -0.66
18 H -2.4417 1.9073 -0.1449  0.31
19 H -1.3486 1.4969 0.8542  0.35


## x
Density functional theory data (ωB97M-V with the def2-TZVPD basis set) for a cluster of 2 separate species, C4H11NO3 in total.

Its SMILES is NC(=O)CCCO.O. Its HOMO energy is -10.07 eV. Its spin multiplicity is 1. The value obtained for the gap between HOMO and LUMO is 10.79 eV.

Each line ends with the Mulliken charge.
Positions of all 19 atoms, in Å:
1 N 0.3503 -1.9854 -1.7414  -0.42
2 C 0.4474 -1.0946 -0.6774  0.45
3 O 0.0957 -1.4017 0.4578  -0.65
4 C 1.0504 0.3019 -0.9381  -0.34
5 C 0.0862 1.4002 -0.5360  -0.69
6 C -1.2117 0.8751 0.2796  -0.19
7 O -1.9801 2.0523 0.3226  -0.56
8 H 0.7819 -1.8712 -2.5828  0.16
9 H -0.0012 -2.9323 -1.6466  0.23
10 H 1.9005 0.3343 -0.1928  0.22
11 H 1.5116 0.3368 -1.9430  0.35
12 H 0.4758 2.3724 -0.2247  0.39
13 H -0.4812 1.7190 -1.4405  0.25
14 H -1.7089 0.1136 -0.3133  0.23
15 H -1.0145 0.5766 1.3766  0.18
16 H -2.4175 2.2284 1.2066  0.35
17 O 1.0054 -0.8769 3.0100  -0.64
18 H 0.9610 -1.3070 2.1392  0.39
19 H 0.1489 -0.8416 3.4439  0.28


Most favorable structure: x. The second most favorable one is 2.8 kcal/mol above it.


## w
Density functional theory data (ωB97M-V with the def2-TZVPD basis set) for a cluster of 2 separate species, C4H11NO3 in total.

Its SMILES is C=COCON.CO. Its HOMO energy is -9.12 eV. Its spin multiplicity is 1. The value obtained for the gap between HOMO and LUMO is 10.12 eV.

Each line ends with the Mulliken charge.
Positions of all 19 atoms, in Å:
1 C 0.0002 -1.4768 0.8679  -1.14
2 C -1.1045 -0.8026 0.4656  0.19
3 O -1.2718 0.5228 0.3139  -0.32
4 C -0.1556 1.3669 0.5275  -0.12
5 O 0.1916 1.4866 1.8711  -0.26
6 N -0.7452 2.3432 2.5552  -0.54
7 H 0.7748 -0.9514 1.4032  0.30
8 H -0.1371 -2.4904 1.2100  0.37
9 H -1.9882 -1.3233 0.1174  0.34
10 H -0.4496 2.3302 0.1026  0.43
11 H 0.7294 0.9769 0.0162  0.25
12 H -1.4129 1.7237 3.0144  0.22
13 H -0.1830 2.7931 3.2731  0.26
14 C 1.0356 -1.0139 -3.0013  -0.64
15 O 0.5467 -0.8388 -1.7003  -0.38
16 H 0.7449 -0.1273 -3.5731  0.22
17 H 0.6086 -1.8851 -3.5052  0.25
18 H 2.1379 -1.0677 -3.0419  0.26
19 H 0.6780 -1.5662 -0.9161  0.33


## x
Density functional theory data (ωB97M-V with the def2-TZVPD basis set) for a structure of composition C4H11NO3.

Its HOMO energy (spin up / spin down) is -7.20 / -7.20 eV. Its spin multiplicity is 1. The value obtained for the gap between HOMO and LUMO (spin up / spin down) is 7.70 / 7.70 eV.

Each line ends with the Mulliken charge.
Positions of all 19 atoms, in Å:
1 C -1.1120 0.1633 -0.0819  0.49
2 C 1.1974 0.6241 0.0905  -0.03
3 C 0.6693 -0.5788 0.5697  -0.41
4 C -2.0638 -0.8715 0.4682  -1.39
5 N 1.5605 0.8124 -1.2062  -0.37
6 O -1.1798 0.1358 -1.4633  -0.51
7 O -1.3426 1.4462 0.4505  -0.54
8 O 2.6417 -0.6213 1.1632  -0.82
9 H -0.4703 0.7023 -1.8114  0.40
10 H -2.2732 1.6810 0.3042  0.36
11 H 3.1427 -1.1991 0.5713  0.19
12 H 1.1209 1.5115 0.7021  0.38
13 H 1.9275 0.0068 -1.6938  0.24
14 H 2.0376 1.6736 -1.4233  0.22
15 H 0.6704 -1.4630 -0.0508  0.34
16 H 0.4149 -0.6518 1.6126  0.34
17 H -3.0861 -0.6287 0.1521  0.41
18 H -1.8245 -1.8641 0.0903  0.35
19 H -2.0305 -0.8789 1.5560  0.36


## y
Density functional theory data (ωB97M-V with the def2-TZVPD basis set) for a cluster of 2 separate species, C4H11NO3 in total.

Its SMILES is C[C@@H](N)CC(=O)O.O. Its HOMO energy is -9.51 eV. Its spin multiplicity is 1. The value obtained for the gap between HOMO and LUMO is 10.20 eV.

Each line ends with the Mulliken charge.
Positions of all 19 atoms, in Å:
1 C -0.7018 -1.2470 1.1492  -1.51
2 C 0.3365 -0.5861 0.1790  0.72
3 N 1.5398 -1.3796 0.0266  -0.69
4 C -0.3610 -0.4042 -1.1955  -0.69
5 C -0.3233 1.0466 -1.5926  0.50
6 O -0.7690 1.9993 -1.0255  -0.55
7 O 0.3293 1.1917 -2.7795  -0.48
8 H -0.4379 -0.9532 2.1642  0.35
9 H -1.7477 -0.9597 1.0192  0.41
10 H -0.4934 -2.3182 1.0886  0.39
11 H 0.6899 0.3378 0.5905  0.12
12 H 2.0041 -1.4624 0.9206  0.20
13 H 1.4889 -2.2514 -0.4727  0.20
14 H -1.4173 -0.6307 -1.0930  0.27
15 H 0.0951 -0.9521 -1.9940  0.37
16 H 0.4812 2.1326 -2.9476  0.34
17 O -0.3180 2.3665 2.2954  -0.63
18 H 0.3400 1.6592 2.2396  0.34
19 H -0.7357 2.4110 1.4276  0.34


Most favorable structure: y. The second most favorable one is 92.8 kcal/mol above it.


## w
Density functional theory data (ωB97M-V with the def2-TZVPD basis set) for a cluster of 2 separate species, C4H11NO3 in total.

Its SMILES is CCNCC(=O)O.O. Its HOMO energy is -8.60 eV. Its spin multiplicity is 1. The value obtained for the gap between HOMO and LUMO is 9.20 eV.

Each line ends with the Mulliken charge.
Positions of all 19 atoms, in Å:
1 C -1.0931 -0.9895 -1.3569  -1.37
2 C -1.0917 0.0872 -0.3265  -0.14
3 N -0.2505 -0.1841 0.8486  -0.27
4 C -0.5548 0.4130 2.0120  -0.36
5 C -0.7228 -0.6461 3.1096  0.42
6 O -1.7918 -0.9079 3.6079  -0.55
7 O 0.4710 -1.1748 3.3528  -0.43
8 H -1.8175 -1.7154 -0.9876  0.35
9 H -0.1749 -1.5961 -1.6243  0.29
10 H -1.5300 -0.7679 -2.2697  0.44
11 H -2.1058 0.4883 -0.0585  0.26
12 H -0.5965 0.9550 -0.8316  0.20
13 H -0.1228 -1.2464 1.0066  0.23
14 H 0.3925 1.0284 2.1859  0.28
15 H -1.5841 1.0315 2.0219  0.29
16 H 0.3951 -1.8399 4.1227  0.36
17 O 4.3842 2.3814 -5.1577  -0.62
18 H 3.5016 2.2695 -5.4337  0.31
19 H 4.2918 2.4138 -4.2215  0.31


## x
Density functional theory data (ωB97M-V with the def2-TZVPD basis set) for a cluster of 3 separate species, C4H11NO3 in total.

Its HOMO energy is -8.40 eV. Its spin multiplicity is 1. The value obtained for the gap between HOMO and LUMO is 3.64 eV.

Each line ends with the Mulliken charge.
Positions of all 19 atoms, in Å:
1 O -1.6573 -1.2256 2.5966  -0.45
2 C -2.0987 -0.6986 1.5204  -0.31
3 C -1.3765 0.3172 0.7831  0.96
4 C -0.0600 0.9201 1.4790  -1.12
5 N -2.1564 1.2434 0.1535  -0.47
6 C 0.9417 -0.9527 -2.4825  -0.43
7 O 1.2119 -1.3671 -1.2271  -0.56
8 H -3.1998 -0.8953 1.3221  0.39
9 H -1.1486 -0.5596 0.0105  -0.01
10 H 0.4828 1.4617 0.7145  0.37
11 H -0.4204 1.6735 2.2372  0.39
12 H 0.6910 0.1801 1.9646  0.30
13 H -2.3526 2.1343 0.6862  0.31
14 H 1.2505 -1.7335 -3.3005  0.21
15 H 1.5989 0.0778 -2.7086  0.19
16 H -0.1156 -0.7235 -2.6268  0.20
17 H 3.6056 0.3247 -0.4698  0.27
18 H 2.1520 -0.3921 -0.6451  0.44
19 O 2.6513 0.2149 -0.0070  -0.70


Most favorable structure: w. The second most favorable one is 179.6 kcal/mol above it.


## w
Density functional theory data (ωB97M-V with the def2-TZVPD basis set) for the molecule C4H11NO3.

Its SMILES is CO[C@H](O)N(C)OC. Its HOMO energy is -8.95 eV. Its spin multiplicity is 1. The value obtained for the gap between HOMO and LUMO is 9.91 eV.

Each line ends with the Mulliken charge.
Positions of all 19 atoms, in Å:
1 C -2.7570 0.2853 -0.5925  -0.74
2 O -1.5409 -0.3770 -0.3931  -0.31
3 C -0.7175 0.1856 0.6430  0.19
4 O -0.6793 1.5233 0.5961  -0.57
5 N 0.6452 -0.3574 0.4320  0.02
6 C 0.7872 -1.7480 0.4728  -0.99
7 O 1.1577 0.3535 -0.6744  -0.40
8 C 2.4345 0.7903 -0.4234  -0.63
9 H -3.0179 -0.1661 -1.6263  0.24
10 H -2.6667 1.3320 -0.7435  0.33
11 H -3.5595 -0.1086 0.1654  0.23
12 H -1.1847 -0.0524 1.5965  0.42
13 H -0.0655 1.8568 -0.1289  0.35
14 H 1.9451 -1.9260 0.5155  0.26
15 H 0.5927 -2.0793 1.4842  0.35
16 H 0.4227 -2.1886 -0.4267  0.41
17 H 2.8343 1.4025 -1.1540  0.26
18 H 3.1560 0.0325 -0.3076  0.22
19 H 2.2136 1.2413 0.5650  0.37


## x
Density functional theory data (ωB97M-V with the def2-TZVPD basis set) for a cluster of 2 separate species, C4H11NO3 in total.

Its SMILES is CC(=O)O.NCCO. Its HOMO energy is -9.86 eV. Its spin multiplicity is 1. The value obtained for the gap between HOMO and LUMO is 10.38 eV.

Each line ends with the Mulliken charge.
Positions of all 19 atoms, in Å:
1 C -2.4334 0.7057 0.0255  -0.74
2 C -2.3549 1.2454 1.4232  0.65
3 O -3.0945 2.0517 1.9137  -0.55
4 O -1.2797 0.7559 2.0819  -0.43
5 H -1.9890 -0.2837 -0.0327  0.23
6 H -1.8711 1.4035 -0.5992  0.15
7 H -3.4645 0.6979 -0.3124  0.33
8 H -1.2734 1.1836 2.9519  0.33
9 N 1.2095 0.8436 -0.9543  -0.67
10 C 1.2829 -0.6177 -1.0966  -0.29
11 C 2.3830 -1.1607 -0.2071  -0.32
12 O 2.4836 -2.5787 -0.2685  -0.50
13 H 0.7633 1.0487 -0.0658  0.23
14 H 0.5858 1.2042 -1.6670  0.27
15 H 1.5352 -0.8542 -2.1288  0.34
16 H 0.3309 -1.1141 -0.8709  0.14
17 H 2.2520 -0.8595 0.8341  0.24
18 H 3.3232 -0.7393 -0.5569  0.26
19 H 1.6112 -2.9324 -0.4699  0.31


Most favorable structure: x. The second most favorable one is 89.0 kcal/mol above it.